No. 1
# C24H57CrN8O13S

A structure of composition C24H57CrN8O13S in a non-equilibrium geometry (wB97M-V/def2-TZVPD, OMol25).

```
! RIJCOSX wB97M-V def2-TZVPD def2/J DEFGRID3
* xyz 0 4
Cr -2.35551 0.26940 -1.41136
O -4.23299 0.39428 -1.23594
H -5.00057 0.33008 -0.69219
S -0.50824 0.48503 0.57442
O -2.03634 0.55499 0.49825
O -0.40152 0.23667 -0.88450
O -0.00667 1.79785 0.93852
O -0.09743 -0.66880 1.35137
C 1.41995 -1.53639 -5.43921
O 1.75878 -2.16438 -6.41932
N 2.24788 -1.02008 -4.49292
C 1.71145 0.01544 -3.62827
C 3.64732 -1.33739 -4.36303
H 0.35543 -1.42941 -5.16255
H 1.79923 -0.26980 -2.56898
H 0.63206 0.14123 -3.61774
H 2.25374 0.95256 -3.74308
H 3.97371 -2.05731 -5.10949
H 4.24631 -0.45270 -4.61047
H 3.89154 -1.63532 -3.34485
C 3.01092 3.02869 0.04546
O 3.51378 4.13008 -0.10883
N 3.51779 1.88388 -0.43841
C 3.21984 0.64535 0.27368
C 4.59225 1.77240 -1.39452
H 2.08480 2.88800 0.61529
H 3.91028 0.54309 1.11736
H 3.30831 -0.21692 -0.38752
H 2.21501 0.66488 0.69489
H 5.37974 1.07734 -1.12000
H 4.17008 1.53237 -2.37731
H 4.99682 2.77570 -1.55905
C 2.10577 -3.25709 0.72399
O 2.85310 -3.65198 1.59866
N 2.31684 -3.42117 -0.59337
C 1.32209 -2.94997 -1.54623
C 3.39029 -4.16807 -1.20557
H 1.20629 -2.66140 0.93904
H 0.80898 -3.88542 -1.80592
H 1.73399 -2.57029 -2.48182
H 0.56240 -2.26375 -1.18154
H 4.12783 -4.49966 -0.47816
H 3.01195 -5.07789 -1.68125
H 3.87923 -3.53677 -1.94688
C -1.93939 -2.88720 -0.47456
O -2.32254 -1.77030 -0.82586
N -1.85099 -3.98695 -1.22353
C -1.27367 -5.15663 -0.61962
C -2.02081 -3.99044 -2.64648
H -1.66525 -2.95791 0.58295
H -1.91520 -6.03850 -0.68219
H -1.07660 -5.01973 0.44235
H -0.32201 -5.41124 -1.09292
H -1.09292 -4.22816 -3.18178
H -2.77962 -4.67641 -3.01989
H -2.21795 -3.00334 -3.06760
C -2.19696 3.49044 -1.26760
O -2.13858 2.33242 -1.64518
N -2.88384 4.45768 -1.86538
C -2.86545 5.80065 -1.27940
C -3.63747 4.27780 -3.08649
H -1.69938 3.87422 -0.37132
H -3.71460 6.35129 -1.66968
H -1.91484 6.29893 -1.47011
H -2.96715 5.74151 -0.19519
H -4.66116 4.65352 -2.99487
H -3.20878 4.91848 -3.86105
H -3.73312 3.23940 -3.38465
C 1.68081 4.09335 3.39119
O 2.53399 4.25958 4.22954
N 0.82586 5.06495 2.97032
C -0.47124 4.86713 2.38407
C 1.08170 6.45911 3.24497
H 1.33445 3.10440 3.04849
H -0.55195 5.32521 1.39014
H -1.25285 5.32133 3.00078
H -0.82124 3.84452 2.22997
H 0.93928 7.03770 2.32902
H 0.46338 6.87618 4.04510
H 2.10528 6.65158 3.56322
C 1.36771 0.59830 4.65182
O 1.26041 1.44226 5.52386
N 2.16230 -0.47927 4.84281
C 2.35084 -1.51026 3.84729
C 2.74903 -0.76190 6.14074
H 0.83111 0.53206 3.69475
H 1.86965 -1.23712 2.90899
H 1.89687 -2.47513 4.09674
H 3.41492 -1.70653 3.71683
H 3.83112 -0.81274 6.04148
H 2.47602 -0.08008 6.94134
H 2.31514 -1.69617 6.51424
C -5.01493 -3.95255 1.85970
O -5.03323 -5.10052 1.46999
N -5.19163 -2.85580 1.08079
C -5.44242 -2.94719 -0.32903
C -5.16974 -1.51764 1.66917
H -4.91167 -3.66461 2.91948
H -5.11961 -3.87466 -0.79962
H -4.94664 -2.18329 -0.93879
H -6.49193 -2.79669 -0.60701
H -5.49100 -1.55023 2.71010
H -4.16063 -1.10088 1.64900
H -5.85739 -0.87125 1.12788
*
```

**Orbital gap (spin up / spin down)**: 0.245 / 0.267 hartree
**E_HOMO (spin up / spin down)**: -8.373 / -8.373 eV

---

No. 2
# C5H14N2

The molecule C5H14N2 in a non-equilibrium geometry (wB97M-V/def2-TZVPD, OMol25).

```
! RIJCOSX wB97M-V def2-TZVPD def2/J DEFGRID3
* xyz 0 1
C -1.60569 -0.57315 1.14589
N -0.57209 -0.10934 0.24114
C 0.82691 -0.63166 0.41365
C 1.59600 0.74023 0.42014
C 1.25412 1.58003 -0.90242
N 1.54249 0.96604 -2.21724
C -2.35238 -1.73172 0.61713
H -2.22185 0.46197 1.24564
H -1.16949 -0.46895 2.12755
H -0.84806 -0.04212 -0.70014
H 0.78623 -1.12574 1.40912
H 1.25798 -1.33367 -0.33435
H 1.08791 1.05282 1.34606
H 2.62000 0.78035 0.74679
H 0.20829 1.85190 -0.88808
H 1.82059 2.48653 -0.66183
H 1.14649 1.41120 -3.02660
H 2.49602 0.65965 -2.36584
H -2.39436 -2.59733 1.23455
H -3.42988 -1.24113 0.58086
H -2.04923 -2.13592 -0.43202
*
```

**Orbital gap**: 0.341 hartree
**SMILES string**: CCNCCCN
**E_HOMO**: -8.144 eV

---

No. 3
# C50H47BBrCaClF4NO6P2S2

A structure of composition C50H47BBrCaClF4NO6P2S2 (wB97M-V/def2-TZVPD, OMol25).

```
! RIJCOSX wB97M-V def2-TZVPD def2/J DEFGRID3
* xyz -1 1
Ca 0.29272 0.55514 2.24159
Br -0.63480 0.40189 6.09913
C -0.11166 2.07953 5.36911
C 0.36840 3.07066 6.19887
C 0.73554 4.26734 5.59830
C 0.57102 4.42936 4.23530
C 0.07782 3.36480 3.49876
N -0.23989 2.19171 4.06309
C -0.19236 3.49727 1.99618
O -0.69986 4.55641 1.63813
O 0.08490 2.47398 1.29336
H 0.47419 2.89972 7.25908
H 1.14784 5.06620 6.20147
H 0.82004 5.34758 3.72503
O -1.96552 0.92505 -1.10293
S -2.27261 2.36466 -0.83937
C -3.32918 2.38313 0.64973
C -4.37449 1.28139 0.57771
C -5.10561 0.93672 1.87788
C -4.30240 0.62390 3.14057
S -2.95259 -0.59908 3.14878
O -1.83101 0.12253 2.45698
C -3.58938 -1.81110 2.00824
C -2.90862 -2.07728 0.83605
C -3.39774 -3.05923 -0.01221
C -4.54327 -3.76639 0.32232
C -5.20484 -3.50213 1.51541
C -4.72147 -2.52532 2.37150
C -3.57742 2.79193 -2.00618
C -4.09493 4.08076 -2.03720
C -5.07064 4.39930 -2.96826
C -5.51340 3.43893 -3.87098
C -4.97583 2.16086 -3.84332
C -4.00060 1.83307 -2.90970
H -3.73308 3.39409 0.72804
H -2.62577 2.23198 1.46740
H -3.88986 0.38916 0.18238
H -5.14176 1.56101 -0.14922
H -5.75969 0.08647 1.66824
H -5.76830 1.76566 2.15052
H -4.98857 0.28378 3.92088
H -3.78913 1.50363 3.53833
H -2.01764 -1.51793 0.58999
H -2.87270 -3.27078 -0.93473
H -4.91678 -4.53644 -0.34091
H -6.08861 -4.06598 1.78538
H -5.21572 -2.33028 3.31697
H -3.72992 4.83198 -1.34555
H -5.48089 5.40081 -2.99641
H -6.27156 3.69294 -4.60097
H -5.31417 1.41500 -4.55171
H -3.56106 0.84452 -2.85876
C 0.78882 -0.97800 -0.60690
C 0.88069 -0.54457 -2.07091
P 1.16739 1.27327 -2.23473
C 1.53052 1.36917 -4.03602
C 2.29903 2.43783 -4.50400
C 2.54704 2.60250 -5.85616
C 2.02411 1.70270 -6.77724
C 1.25470 0.64142 -6.32844
C 1.01006 0.47608 -4.97020
C 2.88545 1.30277 -1.59019
C 3.91510 0.56090 -2.17562
C 5.17758 0.54350 -1.61063
C 5.42833 1.27071 -0.45029
C 4.41738 2.01150 0.13714
C 3.14626 2.02532 -0.43070
P 0.85143 -2.81945 -0.28191
C 2.43874 -3.04500 0.61993
C 2.65017 -4.32289 1.13868
C 3.78426 -4.61500 1.88153
C 4.72091 -3.62227 2.13635
C 4.52186 -2.34754 1.62885
C 3.39546 -2.06417 0.86929
C 1.37438 -3.44770 -1.93996
C 2.69568 -3.50533 -2.38520
C 2.99640 -3.95853 -3.66054
C 1.97961 -4.36163 -4.51773
C 0.66257 -4.31782 -4.08688
C 0.36800 -3.87182 -2.80460
H -0.17027 -0.62149 -0.22050
H 1.58054 -0.51714 -0.01081
H -0.06486 -0.78524 -2.56278
H 1.67461 -1.07343 -2.59927
H 2.71597 3.14303 -3.79348
H 3.15147 3.43557 -6.19383
H 2.21813 1.82901 -7.83510
H 0.84438 -0.06945 -7.03553
H 0.41252 -0.36650 -4.64561
H 3.72490 -0.00400 -3.08250
H 5.96701 -0.04130 -2.06783
H 6.41259 1.24711 0.00136
H 4.59636 2.55631 1.05223
H 2.34783 2.58057 0.04955
H 1.90375 -5.09288 0.97082
H 3.92523 -5.61275 2.28000
H 5.59240 -3.83718 2.74214
H 5.22681 -1.55340 1.84076
H 3.28279 -1.05360 0.49734
H 3.49504 -3.18357 -1.72731
H 4.02770 -3.99027 -3.99074
H 2.21578 -4.71310 -5.51459
H -0.13609 -4.63741 -4.74538
H -0.66192 -3.84902 -2.46366
Cl 2.32209 -1.78508 4.72295
C 1.01764 -2.92413 4.30205
C 0.06255 -2.39885 3.22397
O -1.08926 -2.84190 3.25932
O 0.54339 -1.59203 2.37161
H 0.45471 -3.15021 5.20189
H 1.48782 -3.83189 3.92513
F 2.42206 0.82890 2.54717
B 3.27677 1.71406 3.35431
F 4.54525 1.16331 3.39874
F 3.26944 2.96360 2.73292
F 2.69584 1.78548 4.61944
*
```

**Orbital gap**: 0.287 hartree
**E_HOMO**: -5.805 eV

---

No. 4
# C4H3NO2

The molecule C4H3NO2 in a non-equilibrium geometry (wB97M-V/def2-TZVPD, OMol25).

```
! RIJCOSX wB97M-V def2-TZVPD def2/J DEFGRID3
* xyz 0 1
O -0.67635 -1.85027 -0.81267
C 0.08002 -0.94641 -0.91899
C 0.58422 1.75074 -1.58143
N 0.55549 1.10768 -0.60291
C 0.45475 0.14251 0.35330
C -0.75959 0.16815 1.20817
O -1.71510 0.86642 1.03128
H 0.73995 -1.05058 -1.79279
H 1.38197 -0.01177 0.92093
H -0.77923 -0.57028 2.01400
*
```

**Orbital gap**: 0.384 hartree
**E_HOMO**: -10.470 eV